{
  "formula": "C60H180N30O10P10",
  "method": "ωB97M-V/def2-TZVPD",
  "elements": ["C", "N", "C", "P", "O", "N", "C", "C", "N", "C", "C", "H", "H", "H", "H", "H", "H", "H", "H", "H", "H", "H", "H", "H", "H", "H", "H", "H", "H", "C", "N", "C", "P", "O", "N", "C", "C", "N", "C", "C", "H", "H", "H", "H", "H", "H", "H", "H", "H", "H", "H", "H", "H", "H", "H", "H", "H", "H", "C", "N", "C", "P", "O", "N", "C", "C", "N", "C", "C", "H", "H", "H", "H", "H", "H", "H", "H", "H", "H", "H", "H", "H", "H", "H", "H", "H", "H", "C", "N", "C", "P", "O", "N", "C", "C", "N", "C", "C", "H", "H", "H", "H", "H", "H", "H", "H", "H", "H", "H", "H", "H", "H", "H", "H", "H", "H", "C", "N", "C", "P", "O", "N", "C", "C", "N", "C", "C", "H", "H", "H", "H", "H", "H", "H", "H", "H", "H", "H", "H", "H", "H", "H", "H", "H", "H", "C", "N", "C", "P", "O", "N", "C", "C", "N", "C", "C", "H", "H", "H", "H", "H", "H", "H", "H", "H", "H", "H", "H", "H", "H", "H", "H", "H", "H", "C", "N", "C", "P", "O", "N", "C", "C", "N", "C", "C", "H", "H", "H", "H", "H", "H", "H", "H", "H", "H", "H", "H", "H", "H", "H", "H", "H", "H", "C", "N", "C", "P", "O", "N", "C", "C", "N", "C", "C", "H", "H", "H", "H", "H", "H", "H", "H", "H", "H", "H", "H", "H", "H", "H", "H", "H", "H", "C", "N", "C", "P", "O", "N", "C", "C", "N", "C", "C", "H", "H", "H", "H", "H", "H", "H", "H", "H", "H", "H", "H", "H", "H", "H", "H", "H", "H", "C", "N", "C", "P", "O", "N", "C", "C", "N", "C", "C", "H", "H", "H", "H", "H", "H", "H", "H", "H", "H", "H", "H", "H", "H", "H", "H", "H", "H"],
  "positions_angstrom": [[28.2405, -7.3930, 30.4620], [28.0474, -5.9640, 30.7426], [29.3012, -5.2448, 30.7440], [26.6005, -5.2990, 30.2378], [26.5279, -5.2160, 28.7499], [25.3411, -6.2556, 30.8258], [24.0428, -6.2323, 30.2097], [25.2727, -6.7653, 32.2021], [26.3613, -3.8113, 31.1612], [26.7121, -3.6658, 32.5934], [25.4266, -2.8328, 30.6760], [28.3294, -7.5438, 29.3861], [27.3661, -7.9557, 30.7890], [29.0869, -7.7965, 31.0178], [29.0057, -4.1991, 30.8288], [29.7601, -5.2706, 29.7557], [29.9387, -5.5683, 31.5670], [23.4183, -5.4587, 30.6565], [24.1153, -6.0771, 29.1333], [23.6106, -7.2288, 30.3015], [24.8518, -6.0164, 32.8731], [24.7464, -7.7143, 32.3041], [26.2876, -6.9655, 32.5456], [27.0497, -2.6443, 32.7684], [25.8685, -3.7595, 33.2772], [27.4226, -4.4195, 32.9327], [24.3786, -3.1281, 30.6263], [25.6434, -2.4472, 29.6798], [25.3303, -2.0143, 31.3894], [20.3922, -7.8678, 30.8169], [20.7145, -8.1390, 32.2345], [22.0140, -8.8091, 32.3923], [19.5260, -8.1471, 33.4808], [18.4952, -7.1758, 33.3461], [19.0235, -9.8345, 33.5156], [17.9383, -10.3214, 32.6982], [19.8637, -10.8450, 34.1419], [20.3085, -7.8701, 34.9662], [21.2661, -6.7944, 35.0882], [19.5081, -8.0394, 36.2042], [19.7061, -7.0214, 30.7860], [19.9754, -8.7110, 30.2661], [21.2719, -7.4644, 30.3153], [21.8623, -9.8790, 32.2495], [22.5299, -8.4975, 33.3006], [22.6963, -8.6560, 31.5562], [17.6864, -11.3807, 32.7497], [17.0298, -9.7347, 32.8334], [18.2552, -10.1684, 31.6666], [20.3733, -11.4217, 33.3700], [20.6077, -10.3743, 34.7845], [19.3624, -11.6675, 34.6523], [20.7836, -5.8457, 35.3233], [21.9948, -6.9578, 35.8821], [21.7493, -6.5830, 34.1343], [18.6869, -7.3402, 36.3617], [20.1603, -8.0054, 37.0769], [19.1031, -9.0508, 36.2392], [15.2984, -1.7856, 24.8634], [15.2476, -0.8933, 26.0060], [16.3980, -0.1333, 26.1765], [13.6767, -0.2515, 26.3588], [13.1568, 0.7354, 25.3729], [12.7122, -1.5397, 26.6583], [13.1926, -2.9073, 27.0757], [11.3093, -1.2915, 27.0510], [13.8065, 0.3968, 27.9875], [14.3514, -0.5096, 28.9949], [13.2890, 1.7549, 28.3135], [16.2136, -2.3764, 24.8246], [15.2986, -1.2089, 23.9384], [14.3953, -2.3643, 24.6697], [16.5397, 0.6197, 25.4013], [17.2413, -0.8156, 26.0696], [16.5879, 0.3386, 27.1406], [13.3572, -3.1129, 28.1334], [12.4739, -3.6821, 26.8085], [14.0199, -3.1449, 26.4069], [10.8409, -0.3815, 26.6758], [10.7942, -2.1530, 26.6261], [11.1792, -1.4339, 28.1238], [14.8478, 0.0684, 29.7744], [13.5975, -1.1302, 29.4792], [15.0294, -1.2899, 28.6494], [12.4022, 1.5738, 28.9208], [13.0778, 2.4147, 27.4719], [14.0871, 2.2594, 28.8582], [24.3768, -10.8520, 25.0143], [23.4991, -11.4606, 26.0254], [23.5740, -12.9368, 26.1029], [23.1239, -10.4778, 27.4342], [22.8738, -9.0091, 27.1016], [21.8185, -11.3078, 28.1692], [20.6342, -11.6533, 27.3918], [21.5961, -11.1595, 29.5544], [24.5720, -10.7633, 28.3660], [24.9713, -12.0701, 28.8067], [25.5079, -9.6978, 28.7566], [24.3018, -11.4040, 24.0774], [25.4185, -10.8828, 25.3337], [23.9568, -9.8560, 24.8743], [23.2546, -13.4267, 25.1830], [22.9518, -13.3828, 26.8788], [24.5976, -13.2098, 26.3595], [20.2075, -12.6100, 27.6931], [19.8334, -10.9164, 27.4534], [20.9471, -11.6915, 26.3484], [21.6570, -12.0821, 30.1316], [22.3475, -10.6026, 30.1143], [20.6378, -10.7158, 29.8246], [25.9039, -12.4684, 28.4072], [25.0220, -12.0767, 29.8955], [24.2221, -12.8299, 28.5842], [25.3451, -9.4368, 29.8023], [25.2288, -8.7535, 28.2891], [26.5773, -9.8611, 28.6232], [20.7099, 2.1819, 24.8347], [21.7645, 3.1379, 25.0716], [21.2266, 4.3434, 25.7876], [23.2917, 2.5402, 25.5327], [23.3531, 1.9974, 26.9075], [23.6645, 1.4190, 24.2671], [24.8528, 0.5851, 24.4828], [23.2235, 1.5416, 22.8512], [24.3916, 3.8317, 25.2175], [24.2802, 4.5855, 23.9611], [25.7010, 3.9435, 25.9035], [21.0849, 1.1813, 25.0498], [20.3057, 2.2692, 23.8262], [19.8108, 2.3499, 25.4277], [20.3010, 4.6457, 25.2978], [21.9534, 5.1555, 25.7711], [21.0733, 4.0821, 26.8347], [24.7348, 0.0656, 25.4337], [24.9655, -0.1225, 23.6614], [25.7952, 1.1328, 24.4722], [22.1854, 1.8739, 22.8602], [23.7575, 2.2120, 22.1777], [23.1583, 0.6172, 22.2774], [25.0131, 5.3902, 23.9023], [24.3860, 3.9353, 23.0927], [23.2736, 5.0035, 23.9567], [26.4285, 3.6197, 25.1591], [25.7750, 3.2193, 26.7148], [26.0026, 4.9534, 26.1816], [16.4744, -5.5987, 27.9916], [16.3358, -4.6535, 29.1129], [16.8557, -3.3023, 28.9696], [15.2670, -5.0411, 30.4349], [13.8910, -4.3940, 30.3481], [15.2576, -6.7776, 30.3996], [14.0887, -7.5875, 30.1755], [16.4242, -7.6121, 30.7636], [16.1090, -4.6545, 31.9059], [17.5953, -4.5090, 31.9021], [15.4823, -4.8606, 33.2296], [16.9612, -5.0583, 27.1798], [15.4788, -5.9004, 27.6663], [17.1065, -6.4689, 28.1683], [16.3688, -2.7806, 28.1457], [17.9344, -3.3162, 28.8139], [16.7111, -2.7618, 29.9050], [13.2504, -6.8931, 30.1190], [14.0334, -8.0931, 29.2114], [13.9719, -8.3585, 30.9370], [16.4365, -8.5645, 30.2336], [17.3657, -7.0941, 30.5809], [16.2922, -7.9588, 31.7885], [18.1816, -5.2721, 31.3903], [17.7937, -3.4631, 31.6679], [17.9928, -4.6624, 32.9054], [14.4099, -5.0556, 33.2193], [15.5455, -3.9491, 33.8240], [15.8451, -5.7569, 33.7326], [19.5024, -2.7679, 19.9625], [20.8102, -2.1971, 20.2600], [21.3053, -2.5223, 21.5962], [21.6562, -1.1602, 19.2030], [21.0003, -1.1535, 17.9065], [21.7001, 0.4888, 19.8811], [22.5274, 1.5184, 19.1921], [20.4517, 0.9748, 20.5533], [23.2909, -1.6583, 19.1464], [23.9406, -2.2346, 17.9419], [24.1192, -1.8076, 20.3549], [18.9651, -2.0163, 19.3841], [18.9247, -3.0691, 20.8364], [19.5463, -3.6207, 19.2851], [21.6911, -3.5371, 21.4987], [20.4184, -2.3789, 22.2134], [22.1115, -1.8441, 21.8759], [23.4512, 1.1199, 18.7726], [21.8650, 1.9378, 18.4348], [22.8259, 2.3090, 19.8805], [20.6797, 2.0100, 20.8071], [19.5613, 0.7532, 19.9651], [20.3328, 0.5008, 21.5277], [24.6688, -1.5421, 17.5197], [24.3251, -3.2453, 18.0791], [23.2411, -2.4054, 17.1236], [23.8537, -1.0310, 21.0721], [25.1344, -1.5475, 20.0554], [24.2178, -2.8391, 20.6933], [26.1679, -7.1653, 23.3609], [24.7960, -6.9737, 23.8702], [24.8385, -6.5201, 25.2886], [23.7189, -6.1201, 22.8601], [24.1249, -4.6957, 22.7218], [23.6884, -6.9277, 21.3340], [23.6672, -8.3898, 21.1870], [23.4361, -6.1284, 20.1411], [22.1522, -6.3808, 23.4829], [21.1052, -5.3155, 23.5011], [21.7652, -7.6863, 24.0224], [26.6324, -6.1833, 23.4503], [26.3417, -7.4133, 22.3138], [26.6479, -7.9317, 23.9695], [25.0690, -7.2998, 26.0145], [23.8656, -6.1590, 25.6223], [25.5528, -5.7243, 25.4998], [23.9034, -8.9015, 22.1200], [22.6373, -8.6559, 20.9493], [24.2039, -8.6983, 20.2899], [23.0035, -5.1789, 20.4565], [24.2543, -6.0579, 19.4245], [22.5736, -6.5352, 19.6131], [20.6206, -5.1823, 22.5339], [20.3003, -5.6261, 24.1673], [21.5058, -4.3821, 23.8966], [21.3917, -8.3293, 23.2254], [21.1262, -7.6997, 24.9054], [22.7384, -8.1504, 24.1829], [21.8792, 6.3507, 30.9802], [22.9852, 5.9814, 31.8087], [23.4850, 7.0280, 32.7353], [23.8244, 4.5047, 31.6401], [24.6258, 4.0398, 32.8395], [22.6266, 3.3522, 31.1431], [21.4919, 3.1345, 31.9505], [23.1661, 2.1242, 30.5096], [24.7559, 4.7255, 30.1657], [24.1258, 5.2193, 28.9097], [26.1890, 5.1316, 30.3139], [21.1919, 6.9496, 31.5778], [21.4523, 5.4833, 30.4768], [22.2641, 6.9797, 30.1775], [24.3930, 6.6532, 33.2078], [22.8163, 7.2260, 33.5730], [23.7049, 7.9267, 32.1591], [21.0443, 4.0886, 32.2286], [20.7878, 2.5170, 31.3927], [21.8131, 2.5478, 32.8112], [22.3582, 1.4257, 30.2920], [23.6004, 2.4210, 29.5549], [23.8545, 1.6135, 31.1828], [23.0429, 5.1003, 28.9465], [24.4086, 6.2530, 28.7109], [24.4675, 4.5748, 28.0998], [26.6519, 4.5333, 31.0986], [26.1709, 6.1492, 30.7043], [26.7288, 5.0615, 29.3696], [20.1429, -0.7245, 27.9138], [20.8145, -1.9816, 28.2320], [21.9226, -1.8659, 29.1782], [20.6008, -3.1778, 27.0087], [19.2988, -3.1257, 26.3445], [21.8992, -2.9003, 25.9569], [23.3109, -3.3053, 26.3186], [21.7619, -2.0067, 24.8432], [20.8537, -4.6597, 27.8418], [20.2712, -4.9607, 29.1464], [20.8296, -5.9812, 27.1320], [20.8060, -0.0547, 27.3663], [19.7972, -0.1274, 28.7577], [19.2614, -0.9122, 27.3008], [22.0913, -0.9162, 29.6857], [22.8010, -1.9904, 28.5450], [21.8782, -2.6908, 29.8894], [23.3128, -4.1539, 27.0028], [23.7905, -3.6724, 25.4112], [23.8637, -2.4826, 26.7721], [20.7253, -2.0370, 24.5074], [22.0928, -1.0661, 25.2835], [22.4784, -2.2115, 24.0477], [20.1981, -4.0796, 29.7839], [19.3848, -5.5690, 28.9664], [21.0371, -5.6166, 29.5602], [21.2708, -5.7591, 26.1603], [19.8432, -6.2968, 26.7923], [21.3440, -6.7634, 27.6903]],
  "forces_ev_per_a": [[-0.935, 0.136, -0.020], [-0.576, -1.056, 1.112], [-1.118, 1.331, -0.530], [-0.852, 1.081, 0.341], [-0.468, 0.676, 1.159], [0.859, -1.346, 0.421], [0.148, -0.147, -0.891], [1.195, 0.690, -0.279], [1.539, -1.483, -0.447], [-0.421, -0.166, -0.532], [-0.848, 0.543, -0.202], [0.369, -0.220, -0.092], [-0.068, -0.016, -0.040], [0.161, 0.250, -0.153], [0.471, 0.241, 0.503], [0.493, -0.473, 0.047], [0.105, 0.063, -0.205], [-0.417, -0.055, 0.033], [0.116, 0.323, 0.013], [-0.330, 0.067, 0.216], [-0.310, -0.047, 0.203], [-0.281, 0.117, -0.383], [0.086, 0.102, 0.121], [0.536, -0.068, -0.078], [-0.533, -0.242, -0.155], [0.260, 0.218, -0.316], [-0.248, -0.807, -0.063], [0.371, 0.025, 0.076], [0.643, 0.273, -0.071], [-0.432, 0.973, 1.063], [0.504, 0.834, 0.262], [-0.707, -0.582, -0.385], [3.097, -3.791, 0.537], [-3.045, 1.861, -1.513], [0.249, 1.210, 2.133], [0.043, 1.012, -1.189], [0.505, -0.137, -0.809], [0.046, -1.077, 0.036], [-0.129, 0.853, -0.530], [0.273, -0.939, -0.363], [-0.382, -0.279, 0.000], [0.045, -0.095, 0.019], [0.185, -0.491, 0.040], [0.162, -0.461, 0.996], [-0.156, -0.483, 0.103], [-0.224, 0.932, -0.116], [0.368, 0.015, 0.721], [-0.031, -0.082, 0.159], [-0.344, -0.112, -0.578], [0.608, 0.075, -0.315], [-0.094, -0.155, 0.013], [-0.722, 0.529, 0.552], [-0.318, 0.172, 0.194], [0.116, -0.358, -0.114], [0.253, -0.319, 0.033], [0.063, 0.283, -0.361], [0.255, 0.285, -0.129], [-0.230, 0.015, -0.219], [-0.142, 0.702, -1.374], [-3.729, -1.344, 0.894], [2.340, 0.765, -0.114], [1.214, 1.508, 1.990], [0.181, -0.609, 0.826], [-0.311, -2.035, 0.110], [-0.338, 0.509, -1.299], [0.392, -1.302, -0.327], [0.591, 0.029, -3.369], [-0.667, 0.362, 0.548], [1.003, -1.446, 0.588], [-0.121, -0.274, 0.456], [0.390, 0.465, -0.326], [0.093, -0.304, 0.768], [-0.045, 0.390, -0.198], [0.278, -0.135, -0.083], [-0.768, -0.011, 0.199], [0.454, 0.631, 0.136], [-0.630, 0.301, -0.270], [0.366, -0.041, 0.811], [0.502, 0.047, 0.049], [-0.516, 0.168, -0.184], [0.095, 0.539, 0.269], [0.146, 0.025, 0.059], [-0.523, 0.212, 0.285], [0.253, 0.604, -0.648], [-0.104, 0.693, 0.187], [-0.119, -0.736, -0.344], [-0.218, 0.212, 0.514], [-1.031, -0.241, 0.694], [-1.716, 0.055, 0.931], [0.211, 0.669, 0.421], [1.272, 0.066, -1.410], [0.821, -2.776, 0.758], [1.405, 0.425, -1.205], [0.426, 0.161, -0.636], [0.190, -0.078, 2.305], [-0.685, 1.170, -0.804], [-0.870, -0.768, 0.625], [-1.497, 0.988, 0.486], [-0.135, -0.054, -0.013], [0.224, 0.373, 0.006], [0.709, 0.220, -0.186], [0.200, 0.290, -0.290], [-0.182, 0.461, 0.117], [0.187, -0.374, -0.302], [0.224, -0.152, 0.073], [0.040, 0.300, 0.234], [-0.209, -0.226, -0.039], [-0.331, -0.732, -0.327], [0.258, 0.577, -0.644], [-0.157, 0.165, -0.340], [0.263, 0.434, -0.194], [0.346, -0.023, 0.279], [-0.137, 0.202, -0.126], [0.258, -0.264, 0.545], [0.086, -0.139, -0.524], [-0.167, -0.578, -0.400], [-0.367, -0.600, -0.184], [0.700, 1.162, 0.494], [1.136, -0.823, -0.256], [0.354, 0.810, -2.007], [0.605, -0.012, -0.495], [-0.493, -0.035, -0.302], [-0.320, 0.164, 0.019], [-1.000, 0.331, 0.635], [-0.543, 0.114, 1.397], [-0.643, -0.546, 0.544], [-0.336, -1.105, -1.239], [-0.325, -0.192, -0.305], [0.301, -0.263, -0.384], [0.268, 0.076, 0.646], [0.101, 0.026, 0.107], [-0.034, 0.030, -0.165], [-0.378, 0.094, 0.116], [0.252, -0.126, -0.060], [-0.362, -0.223, 0.118], [0.117, 0.368, 0.232], [0.105, 0.243, -0.053], [0.478, 0.280, 0.377], [0.318, -0.556, 0.625], [0.000, -0.092, 0.210], [0.156, 0.105, -0.098], [0.085, 0.242, -0.439], [0.487, -0.036, 0.020], [-0.182, 0.329, 0.205], [-0.506, 0.097, 0.296], [-0.244, 0.970, 0.095], [-0.740, -1.082, 2.179], [0.096, -0.314, 0.199], [0.064, -0.252, 0.053], [2.281, -1.511, 0.248], [0.609, 0.493, -0.376], [-0.828, 1.016, -0.479], [-0.748, 0.553, 0.119], [0.007, -0.636, -1.498], [-0.844, 0.300, 1.157], [-0.488, -0.091, -0.580], [-0.099, 0.137, -0.114], [0.122, -0.287, -0.211], [-0.092, -0.130, 0.424], [0.057, 0.159, -0.080], [0.086, -0.010, -0.271], [-0.296, 0.112, -0.095], [-0.352, -0.239, 0.506], [0.607, -0.209, -0.326], [-0.181, 0.170, 0.301], [-0.131, 0.165, -0.771], [-0.082, -0.074, 0.347], [0.492, 0.498, 0.396], [-0.379, 0.301, -0.780], [0.630, -0.237, -0.524], [-0.479, 0.093, 0.339], [-0.161, 0.170, -0.884], [0.499, -0.119, 0.215], [0.687, 0.218, 0.155], [0.070, 0.723, -1.479], [0.868, 1.395, -0.192], [-0.191, 0.302, -1.405], [0.654, 0.722, 1.686], [-0.449, -0.269, -1.469], [0.522, -2.366, 0.578], [-1.287, -0.655, 0.334], [1.730, -0.653, -0.144], [-0.547, -0.067, -0.024], [-1.386, 0.263, -0.310], [0.562, 0.715, -1.266], [-0.426, -0.062, 0.151], [0.290, 0.306, 0.232], [0.256, -0.320, 0.100], [0.001, -0.061, 0.999], [0.477, -0.466, 0.733], [-0.225, -0.132, 0.182], [-0.305, -0.303, -0.118], [0.506, 0.354, -0.444], [-0.147, 0.009, 0.225], [-0.710, 0.250, -0.423], [-0.095, 0.638, -0.106], [0.020, -0.352, 0.013], [0.419, -0.139, 0.325], [0.464, 0.150, 0.616], [-0.505, 0.402, 0.204], [-0.188, -0.543, 0.330], [0.267, 0.164, -0.058], [-0.581, 0.045, 0.574], [-0.053, 0.752, 0.241], [-0.741, -0.393, -0.360], [-0.558, -0.016, 0.069], [-0.359, -0.539, -0.463], [-0.913, -0.300, -0.196], [1.495, 0.372, 1.355], [-1.317, 1.050, -0.263], [-1.238, -0.340, 0.554], [-0.076, 1.210, 0.928], [0.600, -0.727, 0.070], [1.637, -0.339, -1.434], [0.703, -0.096, 0.328], [-0.944, -0.304, -0.076], [0.175, 0.203, 0.077], [0.135, -0.542, -0.438], [-0.150, 0.019, -0.345], [0.165, 0.207, -0.486], [0.514, 0.056, -0.252], [-0.364, -0.341, 0.043], [0.673, -0.122, 0.370], [0.783, 0.416, -0.128], [0.232, 0.219, 0.247], [-0.031, -0.534, -0.283], [0.204, 0.144, -0.184], [0.125, -0.112, 0.175], [-0.022, -0.029, -0.283], [-0.877, 0.001, -0.034], [0.213, 0.286, -0.083], [-0.220, -0.353, 0.961], [0.479, 0.486, -0.570], [0.853, -1.385, 1.746], [0.250, -1.231, -0.491], [0.255, -0.545, -0.927], [-0.888, 1.369, -1.981], [2.180, 1.451, -1.547], [-0.291, -0.389, 0.756], [-0.178, 0.846, 0.024], [-0.097, -0.688, 0.966], [0.358, -0.909, 1.005], [-1.622, -0.105, 0.839], [-0.460, -0.271, -0.159], [-0.345, 0.072, 0.404], [-0.254, 0.423, -0.261], [0.139, 0.087, -0.177], [-0.429, 0.142, -0.238], [-0.021, 0.184, 0.167], [-0.146, -0.214, 0.268], [-0.286, 0.190, -0.007], [-0.494, 0.061, 0.649], [-0.234, 0.206, 0.032], [0.339, -0.404, 0.164], [0.323, -0.054, -0.132], [0.098, 0.131, 0.091], [-0.127, 0.186, -0.025], [0.041, 0.167, -0.137], [0.055, -0.192, -0.252], [0.536, 0.414, -0.311], [-0.128, -0.057, 0.057], [-0.132, 0.243, -0.501], [-2.063, 0.087, 0.391], [0.750, -1.237, -1.477], [2.056, -0.368, 1.608], [-0.695, 0.640, -0.623], [0.579, -3.112, 1.379], [-1.414, 0.035, -0.454], [0.403, 0.590, 0.854], [0.058, -0.109, -0.747], [1.283, 0.372, -0.349], [0.494, 2.194, -1.569], [0.185, 0.165, -0.276], [0.090, -0.439, 0.541], [0.093, -0.070, -0.042], [-0.859, 0.094, -0.147], [0.655, -0.119, 0.538], [0.171, 0.133, 0.226], [-0.230, 0.174, 0.181], [0.161, 0.300, -0.141], [0.155, 0.092, -0.164], [0.169, 0.400, -0.128], [-0.463, 0.962, -0.737], [-0.159, -0.495, -0.093], [-0.589, -0.142, -0.082], [-0.554, 0.410, 0.604], [-0.260, -0.025, 0.612], [0.786, -0.526, 0.045], [-0.573, -0.055, 0.747], [0.112, 0.142, -0.116]],
  "lowdin_charge": [-0.107, -0.324, -0.113, 0.597, -0.299, -0.301, -0.122, -0.102, -0.288, -0.120, -0.136, 0.085, 0.054, 0.087, 0.073, 0.088, 0.089, 0.081, 0.078, 0.052, 0.075, 0.064, 0.069, 0.079, 0.068, 0.070, 0.055, 0.083, 0.081, -0.091, -0.259, -0.115, 0.588, -0.238, -0.293, -0.116, -0.143, -0.304, -0.135, -0.100, 0.046, 0.069, 0.055, 0.060, 0.072, 0.045, 0.087, 0.066, 0.064, 0.062, 0.070, 0.078, 0.084, 0.084, 0.064, 0.084, 0.081, 0.068, -0.128, -0.310, -0.161, 0.581, -0.308, -0.299, -0.085, -0.095, -0.296, -0.127, -0.097, 0.088, 0.081, 0.074, 0.086, 0.066, 0.085, 0.056, 0.078, 0.048, 0.083, 0.072, 0.079, 0.081, 0.070, 0.036, 0.073, 0.071, 0.066, -0.105, -0.310, -0.130, 0.694, -0.320, -0.306, -0.102, -0.154, -0.291, -0.146, -0.108, 0.080, 0.080, 0.049, 0.081, 0.065, 0.068, 0.087, 0.083, 0.073, 0.085, 0.063, 0.068, 0.086, 0.082, 0.060, 0.062, 0.062, 0.084, -0.140, -0.299, -0.085, 0.592, -0.291, -0.272, -0.107, -0.108, -0.299, -0.100, -0.124, 0.063, 0.072, 0.083, 0.085, 0.064, 0.078, 0.069, 0.076, 0.069, 0.045, 0.060, 0.050, 0.085, 0.056, 0.063, 0.070, 0.075, 0.075, -0.102, -0.285, -0.115, 0.670, -0.339, -0.304, -0.140, -0.114, -0.280, -0.121, -0.111, 0.077, 0.076, 0.058, 0.064, 0.057, 0.071, 0.070, 0.073, 0.079, 0.078, 0.049, 0.058, 0.040, 0.069, 0.065, 0.072, 0.078, 0.070, -0.108, -0.303, -0.121, 0.579, -0.291, -0.299, -0.108, -0.105, -0.290, -0.104, -0.115, 0.071, 0.080, 0.076, 0.059, 0.079, 0.050, 0.073, 0.079, 0.059, 0.072, 0.077, 0.058, 0.078, 0.072, 0.069, 0.048, 0.078, 0.067, -0.113, -0.295, -0.104, 0.592, -0.298, -0.304, -0.111, -0.114, -0.274, -0.083, -0.111, 0.078, 0.075, 0.080, 0.068, 0.058, 0.084, 0.064, 0.069, 0.080, 0.053, 0.081, 0.078, 0.069, 0.073, 0.049, 0.071, 0.073, 0.034, -0.150, -0.319, -0.092, 0.649, -0.322, -0.331, -0.148, -0.091, -0.298, -0.107, -0.102, 0.087, 0.067, 0.071, 0.069, 0.078, 0.079, 0.074, 0.082, 0.086, 0.061, 0.055, 0.081, 0.057, 0.082, 0.043, 0.069, 0.069, 0.074, -0.120, -0.285, -0.089, 0.576, -0.293, -0.294, -0.068, -0.124, -0.267, -0.133, -0.092, 0.065, 0.080, 0.049, 0.075, 0.055, 0.060, 0.062, 0.064, 0.067, 0.077, 0.071, 0.071, 0.076, 0.070, 0.046, 0.042, 0.082, 0.074],
  "homo_lumo_gap_ha": 0.285,
  "de_lowest_kj_mol": 584.6,
  "homo_ha": -0.278,
  "smiles": "CN(C)P(=O)(N(C)C)N(C)C.CN(C)P(=O)(N(C)C)N(C)C.CN(C)P(=O)(N(C)C)N(C)C.CN(C)P(=O)(N(C)C)N(C)C.CN(C)P(=O)(N(C)C)N(C)C.CN(C)P(=O)(N(C)C)N(C)C.CN(C)P(=O)(N(C)C)N(C)C.CN(C)P(=O)(N(C)C)N(C)C.CN(C)P(=O)(N(C)C)N(C)C.CN(C)P(=O)(N(C)C)N(C)C"
}